C32H40AuN7S4Si2 as an isolated structure. Source: the OMol25 dataset; level of theory: ωB97M-V/def2-TZVPD.

The total charge is -2. For the energy above the lowest of the compared OMol25 structures with the same formula, charge and spin, the calculation gives 0.0 kJ/mol. For the energy, the calculation gives -107058.4176 eV. The LUMO energy comes out at 3.986 eV.

Geometry (Å):
Au: 0.925 -0.353 -0.124
C: -2.631 -1.296 0.617
Si: -1.330 -2.180 1.627
C: -1.848 -1.933 3.417
C: -1.426 -4.018 1.201
N: 0.267 -1.549 1.378
C: 1.268 -1.615 2.343
C: 1.406 -2.631 3.284
C: 2.424 -2.598 4.240
C: 3.329 -1.555 4.251
C: 3.223 -0.539 3.297
C: 2.210 -0.551 2.347
N: 2.029 0.434 1.372
Si: 2.270 2.129 1.696
C: 4.070 2.667 1.490
C: 1.786 2.512 3.471
C: 1.230 3.215 0.584
H: -3.608 -1.569 1.032
H: -2.632 -1.560 -0.439
H: -2.523 -0.213 0.715
H: -2.841 -2.366 3.573
H: -1.914 -0.856 3.599
H: -1.166 -2.360 4.153
H: -2.444 -4.393 1.342
H: -0.751 -4.623 1.812
H: -1.148 -4.156 0.153
H: 0.715 -3.465 3.266
H: 2.506 -3.404 4.960
H: 4.128 -1.525 4.983
H: 3.944 0.270 3.288
H: 4.754 2.072 2.099
H: 4.168 3.713 1.799
H: 4.394 2.590 0.449
H: 2.285 1.872 4.201
H: 0.707 2.385 3.594
H: 2.032 3.554 3.700
H: 1.751 3.474 -0.339
H: 0.990 4.133 1.128
H: 0.289 2.730 0.324
S: -7.468 1.645 3.986
C: -6.025 1.771 3.127
S: -4.509 1.698 3.951
C: -3.612 1.921 2.446
N: -4.423 2.024 1.430
N: -5.763 1.934 1.811
C: -6.674 2.023 0.717
C: -8.059 2.001 0.875
C: -8.884 2.091 -0.239
C: -8.359 2.201 -1.515
C: -6.979 2.220 -1.668
C: -6.140 2.133 -0.571
S: -1.924 1.957 2.441
H: -8.484 1.914 1.859
H: -9.957 2.070 -0.092
H: -9.011 2.268 -2.378
H: -6.540 2.300 -2.655
H: -5.069 2.141 -0.691
N: 1.747 0.883 -1.483
C: 3.110 1.045 -1.625
C: 4.075 0.221 -1.019
C: 5.427 0.433 -1.229
C: 5.876 1.462 -2.050
C: 4.938 2.287 -2.656
C: 3.583 2.088 -2.443
H: 3.746 -0.578 -0.368
H: 6.143 -0.220 -0.742
H: 6.936 1.624 -2.202
H: 5.265 3.105 -3.290
H: 2.850 2.749 -2.894
C: 2.990 -0.175 -5.383
C: 2.198 -1.281 -4.751
C: 2.267 -2.594 -5.190
C: 1.496 -3.526 -4.508
N: 0.746 -3.187 -3.468
C: 0.744 -1.895 -3.099
S: -0.326 -1.494 -1.766
N: 1.416 -0.929 -3.735
C: 1.506 -4.980 -4.889
H: 3.548 -0.517 -6.255
H: 3.685 0.235 -4.647
H: 2.320 0.634 -5.674
H: 2.889 -2.881 -6.028
H: 1.319 0.782 -2.398
H: 1.542 -5.109 -5.972
H: 0.621 -5.468 -4.487
H: 2.386 -5.468 -4.465